# 1
Computed, not measured: a structure of composition C30H26N2O2OsPS2 in a non-equilibrium geometry, with ωB97M-V/def2-TZVPD.

XYZ file:
```
64
Properties=species:S:1:pos:R:3:mulliken_charge:R:1
Os -0.16 0.66 -0.06 0.54
S -1.81 -6.34 -0.34 -0.06
C -2.47 -6.76 -1.82 -0.26
C -2.56 -5.68 -2.72 -0.42
C -2.08 -4.51 -2.18 -0.43
C -1.62 -4.67 -0.86 0.56
C -1.05 -3.69 0.02 0.86
C -0.96 -2.33 -0.38 -0.37
N -0.44 -1.40 0.39 -0.39
C 0.05 -1.74 1.63 -0.25
C -0.02 -3.06 2.12 0.53
C 0.47 -3.32 3.45 -1.20
C 0.97 -2.32 4.21 -1.13
C 1.06 -0.98 3.71 0.69
C 1.57 0.08 4.47 -0.53
C 1.66 1.36 3.92 0.68
C 1.22 1.52 2.58 0.69
N 0.72 0.54 1.84 -0.17
C 0.62 -0.71 2.40 0.10
C 2.19 2.48 4.65 0.63
C 2.73 2.48 5.93 -0.50
C 3.16 3.75 6.34 -0.54
C 2.96 4.71 5.38 -0.22
S 2.25 4.09 3.98 0.01
C -0.57 -4.03 1.30 -0.41
H -2.79 -7.78 -2.02 0.49
H -2.96 -5.78 -3.72 0.46
H -2.06 -3.57 -2.72 0.54
H -1.35 -2.02 -1.34 0.20
H 0.43 -4.33 3.82 0.49
H 1.32 -2.52 5.21 0.48
H 1.88 -0.11 5.49 0.46
H 1.31 2.49 2.12 -0.59
H 2.81 1.60 6.55 0.41
H 3.60 3.95 7.31 0.46
H 3.20 5.76 5.45 0.50
H -0.62 -5.05 1.66 0.49
C 0.23 4.22 0.06 -1.17
P 0.80 2.72 -0.79 0.68
C 2.61 2.64 -0.62 -1.23
C 0.56 3.12 -2.54 -1.26
H 0.79 5.07 -0.33 0.42
H 0.37 4.17 1.14 0.26
H -0.83 4.37 -0.14 0.36
H 3.04 3.57 -0.98 0.44
H 2.98 1.82 -1.24 0.37
H 2.92 2.48 0.41 0.34
H 1.07 4.07 -2.74 0.55
H -0.50 3.25 -2.77 0.36
H 0.98 2.35 -3.18 0.34
O 0.28 0.01 -2.32 -0.69
C -0.92 0.34 -2.53 1.49
O -1.57 0.79 -1.49 -0.74
C -1.59 0.25 -3.82 0.16
C -0.86 -0.11 -4.96 -0.57
C -1.49 -0.14 -6.18 -0.67
C -2.84 0.17 -6.28 -0.41
C -3.57 0.52 -5.15 -0.64
C -2.95 0.56 -3.92 -0.47
H 0.20 -0.35 -4.86 0.46
H -0.93 -0.40 -7.07 0.44
H -3.33 0.15 -7.24 0.44
H -4.62 0.76 -5.23 0.45
H -3.50 0.84 -3.02 0.48
```

Properties
multiplicity = 5
LUMO energy (spin up / spin down) = -9.595 / -12.046 eV
total energy = -2646.2351 hartree
HOMO-LUMO gap (spin up / spin down) = 5.752 / 3.104 eV
HOMO energy (spin up / spin down) = -15.347 / -15.150 eV
total charge = +3


# 2
Computed, not measured: a structure of composition C30H26N2O2RuS, with ωB97M-V/def2-TZVPD.

XYZ file:
```
62
Properties=species:S:1:pos:R:3:mulliken_charge:R:1
Ru 0.64 0.44 1.03 0.38
O 4.78 -2.75 -4.67 -0.45
C 4.93 -1.46 -4.33 0.54
O 5.43 -0.68 -5.08 -0.49
C 4.34 -1.01 -3.02 0.53
C 3.25 -1.63 -2.41 -0.92
C 2.72 -1.11 -1.24 -0.58
C 3.29 0.01 -0.67 0.44
C 4.38 0.65 -1.27 0.05
C 4.89 0.14 -2.45 -1.17
N 2.70 0.53 0.52 0.05
C 3.41 1.10 1.42 -0.04
C 2.71 1.69 2.56 0.36
C 3.36 2.36 3.58 -0.84
C 2.61 2.89 4.62 -0.38
C 1.24 2.74 4.60 -0.88
C 0.64 2.05 3.55 -0.01
N 1.36 1.53 2.55 0.04
H 4.48 -3.29 -3.92 0.32
H 2.79 -2.50 -2.85 0.35
H 1.88 -1.60 -0.77 0.38
H 4.80 1.55 -0.86 0.49
H 5.70 0.62 -2.96 0.46
H 4.49 1.17 1.36 0.56
H 4.44 2.45 3.56 0.45
H 3.10 3.42 5.43 0.48
H 0.62 3.13 5.39 0.45
H -0.42 1.88 3.51 0.35
C -1.22 0.26 1.70 -0.65
C -2.35 0.14 2.16 0.13
C -3.63 0.00 2.68 0.61
C -4.50 -1.04 2.18 0.63
C -3.95 -2.20 1.61 -0.54
C -4.77 -3.19 1.13 -0.71
C -6.15 -3.03 1.17 -0.37
C -6.71 -1.87 1.70 -0.82
C -5.90 -0.88 2.21 -0.20
C -4.05 0.92 3.72 0.46
C -3.56 2.24 3.73 -0.11
C -3.95 3.12 4.72 -0.95
C -4.81 2.69 5.73 -0.39
C -5.27 1.38 5.75 -0.84
C -4.91 0.50 4.75 -0.22
H -2.87 -2.31 1.59 0.37
H -4.34 -4.10 0.71 0.41
H -6.79 -3.80 0.78 0.42
H -7.79 -1.74 1.70 0.43
H -6.33 0.04 2.58 0.55
H -2.90 2.56 2.93 0.49
H -3.60 4.14 4.70 0.45
H -5.11 3.38 6.51 0.42
H -5.92 1.05 6.55 0.43
H -5.25 -0.52 4.79 0.60
C -1.13 3.19 0.28 -0.89
S 0.07 2.05 -0.43 0.18
C 1.43 3.18 -0.71 -0.78
H -1.35 3.95 -0.47 0.55
H -0.73 3.64 1.18 0.24
H -2.03 2.62 0.50 0.24
H 1.80 3.59 0.23 0.24
H 1.08 3.98 -1.36 0.45
H 2.22 2.63 -1.23 0.25
```

Properties
multiplicity = 1
LUMO energy = -7.472 eV
total energy = -1911.2825 hartree
HOMO-LUMO gap = 6.831 eV
HOMO energy = -14.304 eV
total charge = +2


# 3
Computed, not measured: a structure of composition C30H26N7O6SW, with ωB97M-V/def2-TZVPD.

XYZ file:
```
71
Properties=species:S:1:pos:R:3:mulliken_charge:R:1
W 0.12 -0.28 1.89 1.89
O -2.70 2.80 0.13 -0.49
C -2.07 1.97 0.91 0.25
O -1.92 0.77 0.71 -0.27
C -1.52 2.56 2.16 0.57
C -1.87 3.80 2.66 -0.79
C -1.42 4.17 3.92 -0.83
C -0.66 3.26 4.65 -0.98
C -0.35 2.04 4.07 1.22
N -0.74 1.70 2.83 0.00
C 0.38 0.92 4.71 0.46
O 0.83 0.94 5.92 -0.43
O 0.54 -0.10 4.03 -0.74
H -3.04 2.34 -0.68 0.32
H -2.50 4.46 2.07 0.61
H -1.67 5.13 4.34 0.50
H -0.34 3.51 5.65 0.30
H 0.63 1.75 6.42 0.32
C 1.99 -4.32 1.37 -1.81
C 1.68 -2.90 1.63 1.31
N 0.51 -2.37 1.56 0.28
N -0.56 -3.17 1.15 -0.85
C -1.77 -2.79 1.61 0.64
N -2.83 -3.44 1.22 -0.32
S -1.86 -1.50 2.74 -0.51
C 2.71 -1.90 1.97 0.55
C 4.05 -2.20 2.11 -1.02
C 4.93 -1.17 2.41 -0.54
C 4.45 0.11 2.55 -0.92
C 3.09 0.34 2.39 0.15
N 2.23 -0.64 2.10 0.25
H 2.34 -4.44 0.34 0.36
H 1.11 -4.95 1.51 0.41
H 2.78 -4.67 2.03 0.58
H -0.50 -3.47 0.17 0.30
H -2.78 -4.26 0.63 0.25
H -3.75 -3.16 1.55 0.28
H 4.40 -3.21 1.99 0.43
H 5.99 -1.38 2.53 0.48
H 5.10 0.94 2.77 0.46
H 2.68 1.34 2.46 0.52
O 0.96 1.34 0.71 -0.72
C 0.59 0.77 -0.38 -0.56
N 0.46 1.22 -1.61 0.33
C -0.32 0.24 -2.42 4.46
C -0.50 -0.89 -1.37 -1.18
O -1.07 -1.94 -1.51 -0.69
N 0.15 -0.48 -0.21 0.28
C -1.63 0.92 -2.80 0.09
C -2.86 0.53 -2.28 -0.47
C -4.01 1.26 -2.60 -0.86
C -3.93 2.37 -3.43 -0.48
C -2.70 2.74 -3.97 -1.03
C -1.56 2.01 -3.67 -0.51
C 0.47 -0.30 -3.60 -0.69
C -0.22 -0.94 -4.63 -0.26
C 0.48 -1.48 -5.69 -0.91
C 1.86 -1.38 -5.75 -0.50
C 2.55 -0.74 -4.73 -1.03
C 1.86 -0.20 -3.65 -0.31
H 0.67 2.16 -1.91 0.36
H -2.95 -0.34 -1.66 0.36
H -4.97 0.94 -2.23 0.45
H -4.82 2.93 -3.68 0.48
H -2.63 3.58 -4.65 0.47
H -0.61 2.28 -4.12 0.50
H -1.30 -1.02 -4.59 0.48
H -0.06 -1.98 -6.49 0.44
H 2.40 -1.79 -6.59 0.45
H 3.63 -0.64 -4.78 0.44
H 2.40 0.31 -2.87 0.41
```

Properties
multiplicity = 3
LUMO energy (spin up / spin down) = -9.300 / -10.024 eV
ΔE to the lowest compared entry with this formula, charge and spin = 0.0 kJ/mol
total energy = -2458.1038 hartree
HOMO-LUMO gap (spin up / spin down) = 6.304 / 5.583 eV
HOMO energy (spin up / spin down) = -15.605 / -15.607 eV
total charge = +3


# 4
Computed, not measured: a structure of composition C30H27BrN4O2SrTe, with ωB97M-V/def2-TZVPD.

XYZ file:
```
66
Properties=species:S:1:pos:R:3:mulliken_charge:R:1
Sr -1.04 -0.22 -1.64 1.46
Br 6.67 6.20 1.40 -0.19
C 5.60 5.00 2.40 0.09
C 4.22 5.11 2.34 -0.53
C 3.43 4.22 3.06 0.12
C 4.03 3.25 3.84 -0.04
C 5.41 3.18 3.94 -0.28
C 6.20 4.04 3.20 -0.48
N 3.25 2.40 4.70 -0.71
N 2.35 1.66 4.27 -0.20
C 2.10 1.44 2.89 0.06
C 3.07 1.26 1.93 -0.36
C 2.75 0.92 0.61 -0.83
C 1.43 0.75 0.20 0.84
O 1.09 0.45 -1.01 -1.11
C 0.41 0.90 1.21 -0.62
N -0.88 0.69 0.81 0.58
C -1.84 0.75 1.71 -0.61
C -1.60 1.05 3.06 -0.97
C -0.32 1.28 3.48 -0.61
C 0.74 1.21 2.54 1.00
H 3.77 5.87 1.72 0.41
H 2.35 4.29 3.00 0.40
H 5.86 2.43 4.59 0.42
H 7.28 3.98 3.25 0.41
H 4.12 1.36 2.19 0.42
H 3.54 0.77 -0.12 0.46
H -2.84 0.55 1.37 0.44
H -2.43 1.08 3.75 0.41
H -0.10 1.50 4.51 0.50
O -3.39 0.55 -1.91 -0.20
C -3.95 1.85 -1.96 -0.64
C -2.81 2.84 -1.95 0.35
C -3.07 4.21 -1.98 -0.70
C -2.00 5.08 -1.95 -0.21
C -0.71 4.58 -1.88 -0.87
C -0.55 3.21 -1.86 -0.34
N -1.58 2.35 -1.90 0.06
H -4.05 -0.17 -1.85 0.13
H -4.59 2.03 -1.09 0.36
H -4.55 1.98 -2.86 0.36
H -4.09 4.57 -2.02 0.40
H -2.17 6.15 -1.96 0.41
H 0.15 5.23 -1.84 0.43
H 0.44 2.75 -1.79 0.55
C -0.26 -7.91 -2.94 -1.40
C -0.90 -6.65 -2.43 0.48
C -2.08 -6.17 -2.98 -1.02
C -2.69 -5.01 -2.51 1.05
C -3.98 -4.57 -3.14 -1.60
C -2.09 -4.29 -1.46 -0.18
Te -3.01 -2.54 -0.67 -0.23
C -0.90 -4.76 -0.89 1.35
C -0.21 -4.06 0.24 -1.44
C -0.32 -5.93 -1.39 -0.99
H -0.78 -8.29 -3.82 0.35
H -0.27 -8.70 -2.18 0.31
H 0.78 -7.75 -3.21 0.33
H -2.55 -6.71 -3.79 0.22
H -4.22 -5.19 -4.00 0.36
H -3.93 -3.52 -3.46 0.28
H -4.80 -4.62 -2.42 0.34
H 0.10 -3.05 -0.04 0.16
H 0.68 -4.61 0.55 0.36
H -0.87 -3.95 1.10 0.36
H 0.60 -6.29 -0.95 0.30
```

Properties
multiplicity = 1
LUMO energy = -0.263 eV
ΔE to the lowest compared entry with this formula, charge and spin = 80.3 kJ/mol
total energy = -4401.7148 hartree
HOMO-LUMO gap = 6.573 eV
HOMO energy = -6.836 eV